No. 1
Here is a single C6H5F4NO3S molecule from OMol25. Energies are from wB97M-V/def2-TZVPD.

```
20
Properties=species:S:1:pos:R:3:mulliken_charge:R:1
C 0.175 -0.080 -0.739 0.272
C 1.064 0.798 0.082 -0.429
C -1.155 -0.429 -0.108 -0.423
C 1.895 0.193 0.899 -0.295
C -1.702 -1.638 -0.013 -0.810
C -3.148 -1.822 0.180 0.803
N 1.854 -1.167 1.081 0.117
O 3.084 -2.052 -1.010 -0.567
O 0.812 -1.217 -1.205 -0.367
O 1.173 -3.337 -0.049 -0.552
F -3.657 -2.071 1.392 -0.259
F -3.771 -0.602 -0.092 -0.322
F -3.706 -2.569 -0.713 -0.238
F 2.896 -1.663 1.830 -0.208
S 1.832 -2.128 -0.345 1.204
H -0.030 0.454 -1.788 0.321
H 1.077 1.973 -0.029 0.290
H -1.766 0.366 0.091 0.571
H 2.685 0.706 1.446 0.406
H -1.191 -2.455 -0.311 0.488
```

Values from the calculation:
Calculated total energy   -35635.9198 eV
Largest force on an atom   4.45 eV/A
Frontier orbital gap   10.44 eV
E_HOMO   -10.182 eV
Charge   0



No. 2
Here is a molecular structure, C14H22I2N4O3PS2TeV from OMol25. Energies are from wB97M-V/def2-TZVPD.

```
50
Properties=species:S:1:pos:R:3:mulliken_charge:R:1
V -0.828 1.407 0.249 -0.053
C 4.655 -1.955 -2.812 -1.394
C 3.220 -1.780 -2.425 0.719
C 2.214 -2.645 -2.720 -0.883
C 0.915 -2.326 -2.306 0.907
N 0.636 -1.203 -1.633 0.163
C 1.615 -0.369 -1.341 -0.044
S 1.439 1.116 -0.466 -0.443
N 2.887 -0.666 -1.726 0.070
C -0.227 -3.241 -2.614 -1.390
H 4.769 -2.800 -3.485 0.375
H 5.270 -2.131 -1.927 0.347
H 5.032 -1.059 -3.309 0.394
H 2.419 -3.550 -3.277 0.467
H 3.606 0.010 -1.508 0.314
H -0.135 -4.154 -2.018 0.337
H -0.208 -3.543 -3.661 0.427
H -1.173 -2.762 -2.380 0.289
I -2.033 1.186 -2.697 0.212
I 0.051 1.652 -4.276 -0.045
S -3.087 2.430 0.425 -0.396
C -2.035 3.688 0.071 0.211
N -2.362 5.009 0.092 0.061
C -1.465 5.986 -0.119 -0.037
C -0.174 5.659 -0.397 -1.009
C 0.143 4.308 -0.439 0.224
N -0.750 3.355 -0.211 0.129
H -3.326 5.237 0.299 0.298
H -1.829 7.005 -0.059 0.444
H 0.574 6.420 -0.561 0.445
H 1.148 3.974 -0.661 0.456
C 1.906 -1.087 3.129 -1.011
C 0.761 -2.057 2.995 -0.141
O -0.571 -1.453 3.128 -0.295
P -1.158 -0.188 2.451 0.388
O -1.008 -0.285 0.891 -0.032
Te -0.295 1.988 2.846 -0.173
O -2.661 -0.226 2.872 -0.174
C -3.550 -1.405 2.819 -0.266
C -3.690 -1.997 1.438 -0.842
H 2.833 -1.664 3.134 0.402
H 1.848 -0.530 4.063 0.337
H 1.947 -0.378 2.303 0.188
H 0.781 -2.794 3.786 0.336
H 0.777 -2.574 2.040 0.227
H -4.493 -1.016 3.178 0.323
H -3.174 -2.128 3.535 0.297
H -4.036 -1.249 0.725 0.202
H -4.428 -2.799 1.482 0.423
H -2.752 -2.415 1.076 0.217
```

Values from the calculation:
Calculated total energy   -107110.9673 eV
Largest force on an atom   1.96 eV/A
Multiplicity   3
Frontier orbital gap (alpha / beta)   6.48 / 6.57 eV
E_HOMO (alpha / beta)   -13.269 / -13.366 eV
Charge   +2



No. 3
Here is a molecular structure, C33H33BrGe2N2Rb from OMol25. Energies are from wB97M-V/def2-TZVPD.

```
72
Properties=species:S:1:pos:R:3:mulliken_charge:R:1
Rb 1.254 1.139 -0.119 0.986
C 2.050 1.965 3.239 -0.359
C 3.076 2.520 2.486 -0.340
C 3.996 1.692 1.854 -0.540
C 3.881 0.311 1.963 -0.475
C 2.851 -0.244 2.713 -0.070
C 1.940 0.585 3.353 -0.446
H 1.332 2.611 3.726 0.382
H 3.144 3.594 2.376 0.337
H 4.797 2.126 1.269 0.392
H 4.596 -0.335 1.469 0.427
H 2.764 -1.319 2.800 0.335
H 1.143 0.154 3.947 0.388
C 2.071 -2.072 -3.131 -1.230
Ge 0.250 -2.347 -2.456 0.554
C -0.987 -1.174 -3.422 -0.963
C -0.243 -4.245 -2.660 -1.182
Ge 0.181 -1.928 -0.059 -0.472
C 1.519 -3.004 0.867 0.308
C 1.200 -3.849 1.927 -0.075
C 2.183 -4.599 2.558 -0.634
C 3.501 -4.520 2.135 -0.539
C 3.833 -3.689 1.074 -0.781
C 2.849 -2.939 0.451 -0.691
C -1.568 -2.199 0.752 0.343
C -2.678 -2.487 -0.041 0.020
C -3.943 -2.614 0.516 -0.800
C -4.119 -2.443 1.880 -0.523
C -3.027 -2.144 2.683 -0.741
C -1.765 -2.022 2.121 -0.054
H 2.081 -2.229 -4.210 0.419
H 2.768 -2.775 -2.680 0.391
H 2.427 -1.057 -2.943 0.354
H -0.959 -1.407 -4.487 0.481
H -0.706 -0.129 -3.297 0.207
H -2.013 -1.282 -3.073 0.322
H -0.188 -4.507 -3.718 0.451
H -1.255 -4.443 -2.312 0.360
H 0.443 -4.888 -2.112 0.364
H 0.175 -3.931 2.267 0.406
H 1.915 -5.251 3.380 0.426
H 4.265 -5.106 2.629 0.388
H 4.860 -3.626 0.735 0.417
H 3.132 -2.283 -0.367 0.496
H -2.570 -2.604 -1.113 0.154
H -4.790 -2.842 -0.117 0.446
H -5.104 -2.541 2.317 0.403
H -3.161 -1.998 3.747 0.403
H -0.925 -1.776 2.763 0.469
Br -5.923 1.904 -2.709 -0.168
C -4.197 1.709 -1.970 0.013
C -4.022 1.006 -0.791 -0.457
C -2.729 0.879 -0.303 -0.702
N -1.659 1.391 -0.903 0.548
C -1.859 2.087 -2.019 -0.617
C -3.101 2.273 -2.602 -0.672
H -4.855 0.564 -0.265 0.545
H -2.560 0.327 0.614 0.584
H -0.980 2.551 -2.455 0.490
H -3.206 2.850 -3.508 0.492
N -1.316 9.034 -1.095 -0.548
C -0.907 7.974 -0.914 0.021
C -0.402 6.657 -0.690 0.543
C -1.046 5.794 0.199 -0.666
C -0.545 4.516 0.386 -0.033
C 0.594 3.987 -0.255 -0.786
C 1.195 4.919 -1.125 -0.348
C 0.737 6.207 -1.358 -0.576
H -1.928 6.134 0.727 0.390
H -1.105 3.887 1.080 0.329
H 2.093 4.635 -1.677 0.289
H 1.246 6.867 -2.049 0.415
```

Values from the calculation:
Calculated total energy   -221463.7311 eV
Largest force on an atom   0.68 eV/A
Multiplicity   2
Frontier orbital gap (alpha / beta)   6.40 / 4.97 eV
E_HOMO (alpha / beta)   -6.552 / -6.531 eV
Charge   0



No. 4
Here is 2 unconnected molecules or ions with the total composition C5H15NO from OMol25. Energies are from wB97M-V/def2-TZVPD.

```
22
Properties=species:S:1:pos:R:3:mulliken_charge:R:1
C -0.148 0.073 0.809 -0.653
C 0.622 1.061 -0.073 -0.590
C 0.103 1.296 -1.584 0.417
C 1.452 1.828 -2.358 -1.181
C -0.489 0.066 -2.172 -1.295
N -1.498 0.420 1.090 -0.097
H 0.133 -0.141 1.864 0.443
H -0.136 -0.906 0.442 0.352
H 0.533 2.171 0.326 0.322
H 1.687 0.688 -0.093 0.308
H -0.727 2.067 -1.572 0.299
H 1.202 1.991 -3.372 0.427
H 2.099 0.864 -2.330 0.307
H 1.802 2.674 -1.729 0.340
H -0.620 0.197 -3.255 0.395
H -1.537 -0.256 -1.795 0.265
H 0.225 -0.784 -2.012 0.296
H -1.949 1.105 0.446 0.313
H -1.896 0.276 2.049 0.327
H 0.657 -3.902 4.228 0.335
H 0.364 -3.869 2.723 0.315
O -0.074 -3.882 3.590 -0.647
```

Values from the calculation:
Calculated total energy   -8956.0416 eV
Largest force on an atom   4.24 eV/A
Multiplicity   2
Frontier orbital gap (alpha / beta)   10.78 / 6.14 eV
E_HOMO (alpha / beta)   -14.318 / -14.318 eV
Charge   +1



No. 5
Here is 2 unconnected molecules or ions with the total composition C18H26F3N3O3 from OMol25. Energies are from wB97M-V/def2-TZVPD.

```
53
Properties=species:S:1:pos:R:3:mulliken_charge:R:1
C -2.184 2.169 3.346 -0.674
C -0.767 1.592 3.786 -0.433
N -0.706 0.097 3.858 -0.698
N 0.033 -0.344 2.760 0.398
C 1.366 -0.687 2.856 -0.186
C 2.130 -1.105 1.686 -0.500
C 1.451 -1.159 0.374 0.427
C 2.164 -1.543 -0.931 0.567
C 3.310 -0.688 -1.330 -0.720
C 4.034 -0.949 -2.550 -0.210
N 3.647 -2.008 -3.353 0.221
C 4.467 -2.227 -4.592 -1.029
C 4.022 -1.172 -5.695 -0.288
O 2.629 -1.427 -5.915 -0.293
C 1.906 -0.254 -6.302 -0.718
C 0.853 0.022 -5.160 0.831
F 0.127 1.145 -5.442 -0.251
F -0.005 -1.050 -5.063 -0.239
F 1.535 0.178 -3.966 -0.185
C 2.583 -2.812 -3.047 0.051
C 1.794 -2.638 -1.818 -0.576
C 0.021 -0.831 0.312 -0.653
C -0.630 -0.429 1.540 -0.117
H -1.998 3.196 2.923 0.303
H -2.806 2.312 4.269 0.138
H -2.733 1.517 2.622 0.185
H -0.003 2.051 3.110 0.249
H -0.582 1.974 4.826 0.397
H -1.633 -0.331 3.886 0.322
H 1.902 -0.644 3.829 0.415
H 3.205 -1.390 1.714 0.470
H 3.619 0.186 -0.708 0.455
H 4.890 -0.291 -2.847 0.402
H 5.519 -1.967 -4.306 0.386
H 4.391 -3.279 -4.955 0.370
H 4.229 -0.153 -5.261 0.362
H 4.616 -1.299 -6.636 0.393
H 2.545 0.632 -6.535 0.400
H 1.301 -0.489 -7.221 0.338
H 2.255 -3.647 -3.716 0.377
H 0.920 -3.291 -1.574 0.462
H -0.476 -0.880 -0.685 0.485
H -1.718 -0.179 1.484 0.329
C -6.753 1.671 5.349 -0.285
C -5.699 2.755 5.473 -0.428
O -5.274 3.156 4.166 -0.482
O -6.225 0.565 4.623 -0.508
H -7.075 1.321 6.331 0.324
H -7.625 2.042 4.799 0.259
H -4.818 2.372 5.990 0.223
H -6.081 3.626 6.013 0.338
H -6.005 3.634 3.753 0.293
H -5.667 0.947 3.931 0.302
```

Values from the calculation:
Calculated total energy   -37834.6347 eV
Largest force on an atom   3.06 eV/A
Frontier orbital gap   5.95 eV
E_HOMO   -13.564 eV
Charge   +2



Question: calculated total energy of number 5 (C18H26F3N3O3)?
Answer: -37834.6347 eV